# 1
Formula: C15H21As2MgN5S5
Source: OMol25
Level of theory: ωB97M-V/def2-TZVPD

Properties
charge: -2
HOMO-LUMO gap: 0.1578 hartree
E: -204642.7521 eV

Atoms and positions in Å:
As (2.2778, 1.2800, 0.8340)
As (2.7728, -1.2684, -1.2192)
S (-1.6916, -1.4179, -0.2258)
S (-4.0444, -0.6191, -3.7884)
S (-3.1795, -2.9246, -2.2682)
S (-4.8464, -3.3442, -4.7155)
S (-2.5758, 1.3733, -2.1469)
Mg (-0.8147, 0.9791, -0.0854)
N (-2.6831, 1.6659, 1.4203)
N (-4.5374, 2.0738, 0.0668)
N (-3.9353, 1.4518, 1.1017)
N (-4.5455, 0.6042, 1.9016)
N (-2.4420, 0.9332, 2.4783)
C (4.5535, -0.9814, -0.4347)
C (5.6929, -1.6199, -0.9015)
C (-2.6133, -1.3548, -1.6598)
C (6.9329, -1.3416, -0.3475)
C (-3.5686, 0.2963, 2.7511)
C (3.1658, -2.8231, -2.4220)
C (3.0234, 2.2039, 2.4393)
C (5.8817, 0.2169, 1.1323)
C (7.0302, -0.4033, 0.6628)
C (1.6242, -0.2582, 1.8375)
C (-3.0244, -0.2799, -2.3781)
C (-4.0596, -2.3500, -3.6529)
C (4.6080, -0.0621, 0.6296)
C (0.5593, 2.2423, 0.8086)
C (2.9199, 0.0861, -2.6474)
H (5.6359, -2.3514, -1.7054)
H (0.8276, -0.7617, 1.2860)
H (2.2480, -3.1083, -2.9369)
H (2.9154, 1.0764, -2.1898)
H (3.8393, -0.0391, -3.2216)
H (-5.4087, 1.5971, -0.1463)
H (7.8236, -1.8396, -0.7205)
H (-3.8871, 2.0287, -0.7710)
H (-3.6949, -0.3920, 3.5609)
H (3.9215, -2.5981, -3.1748)
H (1.2211, 0.0604, 2.8013)
H (0.2072, 2.5047, 1.8106)
H (0.6673, 3.1707, 0.2380)
H (2.4411, -0.9642, 1.9951)
H (3.4961, -3.6847, -1.8391)
H (8.0056, -0.1720, 1.0903)
H (5.9909, 0.9503, 1.9312)
H (2.2639, 2.2534, 3.2204)
H (3.8765, 1.6383, 2.8027)
H (3.3515, 3.2182, 2.2042)
H (2.0635, 0.0071, -3.3209)


# 2
Formula: C43H50N10V
Source: OMol25
Level of theory: ωB97M-V/def2-TZVPD

Properties
charge: +1
HOMO-LUMO gap (alpha / beta): 0.1785 / 0.1760 hartree
multiplicity: 3
E: -85988.0949 eV

Atoms and positions in Å:
V (-0.1328, 0.0806, 0.2831)
N (-0.6962, 1.4005, -1.1709)
N (1.8362, -4.2224, -2.1437)
N (-1.5047, -1.2087, -0.5800)
N (2.6301, -3.2770, -2.6375)
N (0.4914, 1.6519, 1.3604)
N (4.1165, 0.5792, -3.6238)
N (2.4765, -0.4304, 0.7086)
N (1.1674, -2.3882, -1.1884)
N (2.3304, 0.1928, -1.5418)
N (-0.3063, -0.9834, 1.9782)
C (-0.9345, 1.5980, -5.5753)
C (-1.3344, 2.2812, -3.2165)
C (-1.8777, 2.3122, -4.6029)
C (0.9871, -1.9645, 5.3505)
C (-1.5847, -2.9008, 1.1818)
C (0.0470, -1.4648, 6.4516)
C (-3.3168, -4.4773, -0.8038)
C (0.7196, 2.9295, 0.9389)
C (-0.3946, -2.8269, 3.3663)
C (-1.3340, 1.1284, -2.3538)
C (-1.9083, -2.4058, -0.0656)
C (1.7567, -0.0570, -0.2399)
C (0.9818, 4.7849, -3.5665)
C (-2.7890, -2.3439, -2.1311)
C (-4.9259, -1.9529, -3.3311)
C (0.3792, -0.7294, 3.1293)
C (0.3496, -1.8746, 4.0057)
C (1.6768, 2.8138, 2.9642)
C (-2.0479, -1.1443, -1.8248)
C (1.0157, 0.4595, 3.4283)
C (-0.7182, 3.2853, -2.5229)
C (1.4612, 3.6710, 1.9235)
C (-1.9579, -0.0599, -2.6754)
C (3.6913, -0.6251, -3.3096)
C (2.3697, 3.0988, 4.2508)
C (-0.3421, 2.7230, -1.2534)
C (-4.6373, -4.3808, -0.0330)
C (3.5771, 1.6131, -2.9571)
C (1.0455, 1.5671, 2.6065)
C (-2.7056, -3.1352, -1.0237)
C (2.7127, 1.4447, -1.9092)
C (0.9616, -3.6772, -1.2779)
C (-0.4266, 4.6769, -2.9753)
C (1.3682, 3.5815, 5.3045)
C (-0.7201, -4.2092, 3.8229)
C (-0.7983, -2.2470, 2.1111)
C (2.2097, -2.1681, -2.0447)
C (1.9405, 5.0720, 1.7612)
C (0.1470, -5.2611, 3.1281)
C (0.3127, 3.4455, -0.2736)
C (-3.5361, -2.5921, -3.3941)
C (3.2403, 5.1177, 0.9530)
C (2.7556, -0.8690, -2.3058)
H (-5.4473, -2.0845, -4.2750)
H (-0.7441, 0.5788, -5.2475)
H (-0.5240, 5.3745, -2.1419)
H (2.3329, 2.2601, -1.3103)
H (1.1992, -5.0914, 3.3395)
H (-5.0692, -5.3717, 0.0853)
H (-0.8559, -2.0690, 6.4839)
H (-0.2382, -0.4308, 6.2769)
H (-2.4529, -0.1226, -3.6316)
H (-4.8505, -0.8888, -3.1203)
H (-2.9832, -2.1850, -4.2432)
H (4.1035, -1.4655, -3.8505)
H (1.9620, -5.1854, -2.4216)
H (2.1125, 5.5081, 2.7443)
H (-0.1184, -6.2529, 3.4839)
H (0.8819, 4.4960, 4.9716)
H (-2.6252, -5.1218, -0.2539)
H (1.2518, -3.0022, 5.5579)
H (0.5345, -1.5283, 7.4209)
H (1.1534, 5.7856, -3.9536)
H (-5.5180, -2.4117, -2.5439)
H (0.5267, 4.4835, -0.4707)
H (0.6025, 2.8289, 5.4799)
H (1.0999, 4.0787, -4.3837)
H (3.5879, 6.1431, 0.8584)
H (2.8812, 2.2050, 4.6107)
H (3.4819, -0.5634, 0.5643)
H (1.1814, 5.6748, 1.2611)
H (-1.1524, 4.9637, -3.7376)
H (1.7365, 4.5721, -2.8124)
H (0.0076, -5.2321, 2.0501)
H (-1.3729, 1.5681, -6.5690)
H (-1.7723, -4.4248, 3.6269)
H (-0.5681, -4.2779, 4.8997)
H (-4.4853, -3.9434, 0.9520)
H (3.8913, 2.6006, -3.2642)
H (1.9076, -1.3800, 5.3642)
H (3.1217, 3.8714, 4.0914)
H (1.5140, 0.5370, 4.3833)
H (-2.8612, 1.8371, -4.6302)
H (-2.0050, 3.3470, -4.9229)
H (3.0936, 4.7137, -0.0470)
H (-3.6436, -3.6668, -3.5485)
H (4.0132, 4.5359, 1.4496)
H (-3.5066, -4.9428, -1.7734)
H (-5.3480, -3.7608, -0.5737)
H (1.8759, 3.7847, 6.2436)
H (0.0193, 2.1171, -5.6320)
H (0.2103, -4.2248, -0.7486)
H (-1.9625, -3.8742, 1.4537)


# 3
Formula: C3H5IN4
Source: OMol25
Level of theory: ωB97M-V/def2-TZVPD

Properties
charge: 0
HOMO-LUMO gap: 0.3019 hartree
E: -17249.0220 eV

Atoms and positions in Å:
I (-2.8543, 1.2920, -0.0002)
N (-1.0509, -0.9212, -1.1099)
N (-0.5774, -1.9986, -0.6762)
N (-0.5782, -1.9950, 0.6996)
N (-1.0397, -0.9089, 1.1278)
C (1.4754, 0.2300, 0.0813)
C (-1.3235, -0.1686, 0.0100)
C (0.3318, 1.1573, -0.1147)
H (1.5012, -0.5548, -0.6785)
H (0.0739, 1.7999, 0.7116)
H (0.1693, 1.5341, -1.1124)
H (1.4549, -0.2430, 1.0644)
H (2.4175, 0.7768, -0.0028)


# 4
Formula: Cl3CuI
Source: OMol25
Level of theory: ωB97M-V/def2-TZVPD

Properties
charge: -2
HOMO-LUMO gap (alpha / beta): 0.2577 / 0.2199 hartree
multiplicity: 2
E: -90311.6977 eV

Atoms and positions in Å:
I (22.5340, 23.4118, 16.2869)
Cu (20.3272, 24.8332, 17.2547)
Cl (20.9787, 27.2421, 17.0267)
Cl (18.6598, 25.2646, 19.0815)
Cl (18.7888, 24.8821, 15.0368)


# 5
Formula: C20H14BF6N6O6S
Source: OMol25
Level of theory: ωB97M-V/def2-TZVPD

Properties
charge: -1
HOMO-LUMO gap: 0.1644 hartree
E: -70003.8797 eV

Atoms and positions in Å:
S (-2.7664, 1.2112, 0.5976)
F (2.1724, -1.4309, -3.6439)
F (1.9213, -2.6841, -1.8448)
F (2.2625, 3.5689, 0.5964)
F (1.0018, 4.2758, -1.0718)
F (3.6910, -1.3750, -2.0458)
F (3.0376, 3.5376, -1.4625)
O (-4.2772, -1.9563, 3.7518)
O (-5.0695, -0.0284, 4.8464)
O (0.2143, -2.3737, 1.5899)
O (1.8566, 3.0950, 4.1750)
O (2.0687, -1.1884, 1.6465)
O (0.2362, 3.2314, 5.6374)
N (0.8343, -1.3093, 1.8308)
N (-2.6044, -0.5227, 4.8483)
N (-1.2238, 0.7042, 5.9853)
N (0.7926, 2.6589, 4.6842)
N (-2.2765, -0.0833, 6.0870)
N (-1.6697, -0.0188, 3.9198)
C (-1.2908, -0.4523, 2.6267)
C (-1.6068, -0.0634, 0.2758)
C (0.3330, -0.6342, -1.1245)
C (1.9193, 3.3225, -0.7123)
C (2.3495, -1.4543, -2.2814)
C (-0.3907, 0.3395, -0.4059)
C (1.5920, -0.3426, -1.6099)
C (-2.3006, -1.2556, -0.0465)
C (-5.3709, 0.8798, -0.3511)
C (-0.8894, 0.8025, 4.6887)
C (0.1118, 1.6501, -0.3431)
C (0.7467, 0.9115, 2.9183)
C (0.2224, 1.4742, 4.0751)
C (-6.0784, -0.4090, 3.8698)
C (-3.6908, -1.0626, -0.1685)
C (-4.0898, 0.2591, 0.0358)
C (1.3733, 1.9294, -0.8690)
C (-5.6698, -1.7992, 3.3720)
C (0.0874, -0.2186, 2.3696)
C (2.1299, 0.9421, -1.4964)
B (-3.9922, -0.8886, 4.5989)
H (-7.0698, -0.4094, 4.3411)
H (-6.0674, 0.3000, 3.0165)
H (-4.3837, -1.8304, -0.5114)
H (-5.7508, -1.8930, 2.2799)
H (-5.9787, 0.2007, -0.9559)
H (-6.2951, -2.5724, 3.8588)
H (-0.4607, 2.4436, 0.1439)
H (-5.9602, 1.1938, 0.5182)
H (-1.7939, -2.2039, -0.1860)
H (-1.8315, -1.3469, 2.3262)
H (3.1232, 1.1483, -1.8650)
H (-5.1647, 1.7817, -0.9394)
H (1.6793, 1.2861, 2.5051)
H (-0.0914, -1.6301, -1.2658)


# 6
Formula: C33H37ClCrF4N6O4S
Source: OMol25
Level of theory: ωB97M-V/def2-TZVPD

Properties
charge: +1
HOMO-LUMO gap (alpha / beta): 0.2552 / 0.3032 hartree
multiplicity: 4
E: -114596.2135 eV

Atoms and positions in Å:
Cr (-0.1007, -0.5184, 1.2225)
Cl (7.0899, -2.9823, 0.0028)
S (0.9388, -0.1256, 3.6497)
F (0.6840, 4.0149, 0.3881)
F (3.1469, 4.8626, 0.6165)
F (4.7692, 0.4550, 0.6319)
F (2.2462, -0.4588, 0.4333)
O (0.8825, -1.4332, 2.9348)
O (2.2059, 0.5252, 3.5784)
O (-0.4443, -5.0066, -2.3478)
O (-2.3811, 1.4066, 3.4720)
N (0.9721, -4.2648, -0.3756)
N (0.1207, 1.1120, 0.2212)
N (0.1944, -2.3808, 0.3509)
N (-2.0369, -0.3449, 0.3685)
N (0.0589, -4.6006, 0.5637)
N (-0.2793, 0.6483, 2.9139)
C (5.9091, -3.4268, -1.1843)
C (2.9426, -4.5450, -4.0897)
C (0.8996, -5.4564, -2.5669)
C (5.9215, -4.7048, -1.7164)
C (3.7742, 1.3420, 0.5435)
C (4.0362, 2.6934, 0.6058)
C (4.0316, -2.8636, -2.5567)
C (-1.0588, 1.9729, 0.2805)
C (-1.3089, 0.9559, 3.7962)
C (4.0005, -4.1512, -3.0872)
C (-3.0555, -0.9773, 1.2399)
C (1.0641, -2.9498, -0.4810)
C (-0.3788, -3.4525, 0.9874)
C (1.4854, -4.4674, -3.5998)
C (0.0807, -0.3269, 7.6056)
C (2.9542, 3.5454, 0.5515)
C (0.2757, -0.1171, 5.2670)
C (-0.9268, 0.5713, 5.1971)
C (1.6522, 3.0884, 0.4407)
C (-1.6492, 0.8169, 6.3484)
C (0.8163, -0.5714, 6.4529)
C (-2.0859, -0.9775, -0.9709)
C (4.9702, -5.0551, -2.6642)
C (0.8866, -6.9588, -3.0037)
C (-2.3287, 1.1169, 0.2192)
C (-1.1313, 0.3588, 7.5537)
C (1.3664, 1.7194, 0.3469)
C (-0.1699, -7.7258, -2.1925)
C (4.9725, -2.4966, -1.6071)
C (1.5706, -5.3322, -1.1763)
C (2.4846, 0.8880, 0.4113)
C (2.2369, -7.6492, -2.7596)
C (0.5299, -7.0870, -4.4891)
H (0.3554, -8.1374, -4.7256)
H (1.7657, -1.0885, 6.4859)
H (2.4500, -7.7748, -1.6965)
H (-2.8511, 1.2608, -0.7260)
H (-0.9790, -5.2665, -3.1055)
H (1.3284, -6.7299, -5.1408)
H (0.8467, -4.5261, -4.4830)
H (-1.1862, -7.4568, -2.4796)
H (-3.0584, -0.4927, 2.2134)
H (-2.9964, 1.4133, 1.0235)
H (1.3035, -3.4697, -3.1874)
H (2.6395, -5.1634, -1.2617)
H (-2.5865, 1.3544, 6.2939)
H (-3.0649, -0.7948, -1.4193)
H (-0.0787, -7.5565, -1.1187)
H (-1.6757, 0.5410, 8.4706)
H (1.7212, -2.4358, -1.1607)
H (-1.1108, -3.3710, 1.7738)
H (-1.0822, 2.5538, 1.2033)
H (-4.0470, -0.8742, 0.7920)
H (4.9918, -1.4943, -1.2032)
H (-1.3130, -0.5419, -1.6021)
H (5.0428, 3.0683, 0.7199)
H (4.9940, -6.0538, -3.0826)
H (3.3178, -2.1230, -2.9065)
H (3.0726, -7.1224, -3.2117)
H (0.4608, -0.6696, 8.5584)
H (6.6705, -5.4156, -1.3945)
H (-1.9280, -2.0493, -0.8954)
H (1.3979, -6.2251, -0.5858)
H (-0.0477, -8.7948, -2.3743)
H (3.1705, -5.5334, -4.4849)
H (-1.0360, 2.6757, -0.5518)
H (-0.3859, -6.5468, -4.7478)
H (-2.8450, -2.0408, 1.3446)
H (2.2062, -8.6478, -3.1982)
H (3.0086, -3.8647, -4.9430)


# 7
Formula: C22H71NO22
Source: OMol25
Level of theory: ωB97M-V/def2-TZVPD

Properties
charge: 0
HOMO-LUMO gap: 0.3201 hartree
E: -70494.9071 eV

Atoms and positions in Å:
O (-4.5392, -2.5128, -0.2267)
O (1.8839, 0.3147, 3.4920)
O (4.6936, 0.2674, -0.7488)
O (4.7954, -4.5066, 1.0757)
O (-5.3821, 1.4271, 4.3314)
O (-0.2825, 4.6001, 1.1568)
O (-2.1502, -0.7659, 0.7401)
O (0.7043, -0.3827, -7.1458)
O (1.7307, -2.0322, -1.9264)
O (2.9968, -3.8206, 5.5626)
O (-2.8475, 1.0288, 2.8157)
O (1.0841, 2.9910, -1.8523)
O (3.5163, -2.0383, 0.0956)
O (4.1721, -1.5610, 4.5385)
O (-3.5453, 1.5984, -4.1809)
O (1.0547, -2.3356, 3.8480)
O (-4.5327, -5.0387, -2.7715)
O (-2.1965, 6.0260, -0.7277)
O (4.0670, 3.2593, -1.6300)
O (1.5338, 2.9311, 2.2255)
O (-2.2773, 1.1434, -1.7314)
O (0.3348, 0.1380, -1.0352)
N (-0.8068, 1.3026, -4.2311)
C (0.1126, 1.1337, -5.3305)
C (3.7057, 1.2102, -0.2847)
C (-3.6294, 1.2397, -1.7733)
C (0.6218, -1.7261, -7.6379)
C (-5.0472, -4.1836, -1.7498)
C (-1.2949, 3.9440, 0.4309)
C (-3.8854, -3.4312, -1.1027)
C (-0.1308, -0.2155, -6.0124)
C (-5.3316, 1.4176, 2.8739)
C (-4.1230, 2.0878, -2.9389)
C (3.7689, -0.2759, 4.9782)
C (0.8012, -2.7454, 5.1604)
C (2.9895, -2.9052, 1.1161)
C (-3.9062, 1.9581, 2.5621)
C (1.5900, -3.9401, 5.6024)
C (-2.4504, 4.9212, 0.1084)
C (0.1512, 0.0736, 0.3635)
C (4.2119, 2.6550, -0.3106)
C (4.1296, -3.6055, 1.8960)
C (3.2522, 0.5071, 3.7483)
C (-0.7585, -1.1175, 0.7934)
C (1.5199, 1.1227, -4.6294)
H (0.7098, -2.5181, -6.8942)
H (-0.2216, -1.9176, -8.3014)
H (-3.2194, -4.0870, -0.5419)
H (3.7383, -4.1583, 2.7500)
H (4.4393, -0.6140, -0.4660)
H (1.0034, -1.4467, -1.7156)
H (-2.5561, 1.0269, 3.7304)
H (3.7338, 0.2313, 2.8101)
H (-0.2882, 1.0096, 0.7084)
H (-0.0477, 2.0040, -5.9668)
H (-1.3635, 6.4740, -0.5634)
H (-2.3275, -0.2401, 1.5235)
H (4.6220, 0.2251, 5.4357)
H (2.0732, 3.3880, 2.8709)
H (3.4252, 1.5667, 3.9366)
H (1.4502, 2.0416, 2.5691)
H (-5.5199, -4.7130, -0.9226)
H (3.5706, -2.1403, 5.0121)
H (2.2611, -3.5740, 0.6576)
H (0.4967, 1.0690, -1.2046)
H (2.8237, -1.9916, -0.5675)
H (1.5155, 0.4443, -3.7762)
H (1.2366, -4.2472, 6.5867)
H (-5.5679, 0.4816, 2.3678)
H (-0.5781, 2.1620, -3.7524)
H (-1.6347, 3.1255, 1.0655)
H (-3.8103, 3.1163, -2.7585)
H (3.3905, 0.9326, 0.7212)
H (-3.6913, 2.8252, 3.1867)
H (-3.8933, -1.9178, 0.1609)
H (1.4314, -4.7966, 4.9470)
H (-5.7110, -3.4372, -2.1860)
H (-4.0542, 1.6906, -0.8764)
H (3.0526, -0.4150, 5.7879)
H (0.7180, 3.5629, -2.5270)
H (-3.1518, 4.2759, -0.4204)
H (2.3393, 0.8568, -5.2972)
H (1.5187, -2.3753, -2.7945)
H (0.3567, 3.9753, 1.5071)
H (4.8665, -2.8973, 2.2748)
H (0.0550, -1.0907, -5.3898)
H (1.0148, -1.9175, 5.8365)
H (1.4824, -1.8525, -8.2948)
H (3.5350, 3.1113, 0.4116)
H (-0.4796, -1.3324, 1.8249)
H (-0.6057, -2.0288, 0.2153)
H (2.4088, -2.2633, 1.7786)
H (-3.1867, -2.8024, -1.6545)
H (0.9026, -3.1327, 3.3350)
H (-2.5996, 1.4374, -4.1450)
H (-6.0485, 2.1194, 2.4476)
H (2.7650, 1.2799, -0.8308)
H (5.2031, 2.8268, 0.1092)
H (-4.2098, -4.5558, -3.5358)
H (4.1375, -5.1595, 0.8256)
H (-0.9633, 3.5505, -0.5300)
H (1.1074, -0.1589, 0.8322)
H (3.8332, 4.1590, -1.3904)
H (-4.6210, 0.9590, 4.6825)
H (-0.2690, -2.9509, 5.1871)
H (-4.0547, 0.2420, -1.8816)
H (1.7465, -0.6350, 3.4646)
H (-3.8655, 2.2490, 1.5124)
H (1.7402, 2.1122, -4.2288)
H (-0.7407, 0.5625, -3.5471)
H (-1.1152, -0.3843, -6.4490)
H (-1.9726, 0.6502, -0.9662)
H (-2.9636, 5.2687, 1.0050)
H (2.0319, 3.0630, -1.9650)
H (-5.2102, 2.1389, -2.9987)
H (3.5010, -4.6214, 5.7242)


# 8
Formula: C4H2O2
Source: OMol25
Level of theory: ωB97M-V/def2-TZVPD

Properties
charge: 0
HOMO-LUMO gap: 0.3305 hartree
E: -8270.4818 eV

Atoms and positions in Å:
O (0.8505, -0.6147, 2.6381)
O (1.5259, -1.3368, 0.5462)
C (-0.8138, -0.0055, -0.2813)
C (-0.4223, 0.6568, -1.4013)
C (-1.6471, 0.2577, 0.5900)
C (1.2035, -0.9683, 1.5973)
H (0.3421, 1.4199, -1.3598)
H (-1.0389, 0.5910, -2.3291)


Energy relative to the best compared isomer or geometry (same formula, charge and spin)
In order: 73.9 34.9 64.4 0.0 0.0 31.4 0.0 47.2
Unit: kcal/mol